A 2-piece molecular cluster, C2H10N3 overall, computed with ωB97M-V/def2-TZVPD.

## Properties
- spin multiplicity = 2
- relative energy (zero: lowest compared OMol25 entry of this formula, charge and spin) (eV) = 3.085
- net charge = +2
- HOMO level (alpha / beta) (eV) = -18.997 / -18.967
- DFT total energy (a.u.) = -245.63043

Last column: Löwdin spin population.
Cartesian coordinates (Å):
C  -2.111  1.475  0.197  0.000
N  -1.989  0.003  -0.060  -0.003
H  -1.896  1.556  1.246  0.000
H  -3.180  1.879  -0.125  0.000
H  -1.294  1.910  -0.287  0.000
H  -2.618  -0.470  0.535  0.000
H  -2.489  -0.118  -0.916  0.000
H  -0.459  -0.405  0.410  0.006
N  2.362  0.202  -0.594  0.580
C  1.750  -0.852  0.045  -0.015
N  0.508  -1.008  0.395  0.393
H  3.222  0.043  -1.113  0.010
H  2.212  1.158  -0.254  0.008
H  2.397  -1.840  -0.010  0.013
H  0.104  -1.826  0.876  0.006